1.
2 unconnected molecules or ions with the total composition C4H11O3 in a non-equilibrium geometry, computed with ωB97M-V with the def2-TZVPD basis set.

The value obtained for the gap between HOMO and LUMO is 6.596 eV. For the strongest force on any atom, the calculation gives 3.6 eV/A. The relative energy (zero: lowest compared OMol25 entry of this formula, charge and spin) is 37.8 kcal/mol. For the HOMO energy, the calculation gives -3.15 eV. The total charge is -1.

Each line ends with the Mulliken charge.
Element x y z (Å)
C  -1.37967  1.84247  -0.97111  -0.09
O  -0.78273  2.73747  -1.99237  -0.58
C  -0.17221  1.13119  -0.37315  -0.74
C  -0.53625  -0.11606  0.40902  -0.27
C  0.83104  -0.71799  0.87097  -0.61
O  0.70698  -1.61213  1.88139  -0.93
H  -1.90942  2.57073  -0.34236  0.17
H  -2.15582  1.40663  -1.62244  0.25
H  0.13642  2.50726  -2.23078  0.29
H  0.31606  2.00182  0.11188  0.32
H  0.62265  0.93580  -1.10955  0.29
H  -1.12086  0.20579  1.27600  0.28
H  -1.04376  -0.82910  -0.25213  0.20
H  1.51638  0.07756  1.18008  0.23
H  1.31647  -1.15344  -0.03044  0.21
H  0.83667  -3.84777  0.48212  0.27
H  1.32907  -3.09724  1.54408  0.45
O  1.48899  -4.04299  1.16878  -0.74

2.
A single C4H9P molecule in a non-equilibrium geometry, computed with ωB97M-V with the def2-TZVPD basis set.

The value obtained for the gap between HOMO and LUMO is 10.165 eV. For the strongest force on any atom, the calculation gives 4.8 eV/A. The relative energy (zero: lowest compared OMol25 entry of this formula, charge and spin) is 17.3 kcal/mol. For the HOMO energy, the calculation gives -8.98 eV. As for the SMILES: C[C@@H]1P[C@H]1C.

Each line ends with the Mulliken charge.
Element x y z (Å)
C  1.34100  1.38648  0.01462  -1.37
C  0.19802  0.55363  -0.55867  -0.17
P  -1.61655  0.93975  -0.04516  -0.08
C  -0.40354  -0.45898  0.39252  -0.18
C  -0.72807  -1.83282  -0.25619  -1.45
H  1.35132  1.42506  1.14154  0.31
H  1.53564  2.31680  -0.40438  0.39
H  2.13600  0.80310  -0.24470  0.39
H  0.17854  0.16326  -1.51953  0.53
H  -1.46274  2.03322  0.92883  0.01
H  0.01605  -0.68734  1.30523  0.44
H  -1.20712  -2.00884  -1.15580  0.45
H  -1.41935  -2.18278  0.53517  0.34
H  0.08079  -2.45057  -0.13347  0.40

3.
A single C4H6N2O2 molecule in a non-equilibrium geometry, computed with ωB97M-V with the def2-TZVPD basis set.

The value obtained for the gap between HOMO and LUMO is 10.172 eV. For the strongest force on any atom, the calculation gives 3.5 eV/A. The relative energy (zero: lowest compared OMol25 entry of this formula, charge and spin) is 82.5 kcal/mol. For the HOMO energy, the calculation gives -9.34 eV. As for the SMILES: C=NN1C[C@@H]1C(=O)O.

Each line ends with the Mulliken charge.
Element x y z (Å)
C  -1.37457  1.31376  1.59993  -0.29
N  -0.78690  0.43394  0.91689  -0.38
N  -0.76457  0.66266  -0.41128  -0.14
C  -0.82353  -0.76778  -0.93849  -0.38
C  0.38626  0.07712  -1.08259  -0.05
C  1.63286  -0.28019  -0.36432  0.52
O  2.54035  0.53386  -0.16663  -0.56
O  1.71489  -1.58922  0.00122  -0.44
H  -1.41374  1.04805  2.68074  0.25
H  -2.11088  2.11210  1.26540  0.29
H  -1.49979  -0.85556  -1.82584  0.26
H  -0.82756  -1.59730  -0.25341  0.29
H  0.78415  0.59684  -1.91792  0.30
H  2.54303  -1.68828  0.49630  0.34

4.
8 unconnected molecules or ions with the total composition C29H47F3N9O3 in a non-equilibrium geometry, computed with ωB97M-V with the def2-TZVPD basis set.

The value obtained for the gap between HOMO and LUMO (spin up / spin down) is 8.671 / 9.703 eV. The expectation value of S² is 0.75. For the strongest force on any atom, the calculation gives 8.8 eV/A. For the HOMO energy (spin up / spin down), the calculation gives -8.24 / -9.29 eV. Its spin multiplicity is 2.

Each line ends with the Mulliken charge.
Element x y z (Å)
C  4.16834  -1.51694  -1.84460  -1.48
C  2.81248  -0.77674  -1.35144  1.09
C  2.83466  -0.94577  0.27204  -0.88
C  1.51477  -1.54314  -1.88463  -1.93
C  0.24551  -0.55645  -2.16064  1.76
C  -0.16501  0.04503  -0.74055  -0.27
C  -1.53662  0.85969  -0.71330  -0.29
C  -1.39998  2.35773  -1.28917  0.36
N  -2.49599  2.99565  -2.03046  -0.56
O  -0.38752  3.04146  -1.09204  -0.51
C  -0.88485  -1.52501  -2.80030  -1.09
C  -2.00516  -0.73906  -3.62727  0.35
O  -3.29610  -1.12822  -3.06686  -0.45
C  -2.06645  -1.09419  -5.18024  0.60
F  -1.79764  -2.44039  -5.48225  -0.26
F  -1.30927  -0.20444  -5.99298  -0.25
F  -3.41820  -0.88060  -5.59422  -0.27
C  0.78143  0.53623  -3.21824  -1.56
C  2.26615  1.06050  -2.93477  1.44
C  3.26105  0.71383  -4.16655  -1.65
C  2.17206  2.68860  -2.93519  -1.39
N  2.81569  0.69124  -1.60264  1.40
O  3.96487  1.24877  -1.35134  -0.67
H  4.06125  -2.60978  -1.50382  0.36
H  4.27566  -1.54068  -2.97274  0.29
H  5.04695  -1.06846  -1.28928  0.36
H  2.39931  -0.01977  0.78869  0.15
H  2.14785  -1.81191  0.57423  0.04
H  3.87451  -1.20921  0.66045  0.34
H  1.80315  -2.00707  -2.90096  0.33
H  1.19659  -2.41944  -1.23207  0.28
H  0.62625  0.69719  -0.25582  -0.24
H  -0.31173  -0.85108  -0.03371  0.36
H  -1.79746  1.01007  0.39782  0.43
H  -2.43011  0.30490  -1.15599  0.00
H  -2.11609  3.84536  -2.46512  0.31
H  -2.90201  2.35342  -2.72426  0.30
H  -0.30509  -2.21270  -3.51675  0.34
H  -1.33418  -2.21577  -2.00069  0.36
H  -1.93522  0.38400  -3.42371  -0.46
H  -3.39829  -2.10195  -3.09623  0.38
H  0.82771  -0.01798  -4.22864  0.40
H  0.02439  1.38220  -3.39258  0.29
H  3.06340  1.51268  -4.95879  0.45
H  3.10429  -0.34656  -4.55145  0.33
H  4.35371  0.86980  -3.84738  0.32
H  2.14888  3.12409  -1.88853  0.02
H  3.16251  3.04448  -3.39894  0.48
H  1.32567  3.06242  -3.59860  0.30
C  -7.34087  -1.06199  -2.03835  -0.85
C  -6.28911  -1.81807  -1.35827  0.43
N  -5.46214  -2.41121  -0.82393  -0.41
H  -6.92379  -0.27273  -2.66745  0.28
H  -7.94529  -1.70526  -2.68131  0.29
H  -8.01773  -0.58644  -1.32539  0.29
C  -5.30217  -3.14830  2.62209  -0.39
C  -6.10831  -3.80073  3.65501  0.32
N  -6.74154  -4.31339  4.46684  -0.40
H  -4.24274  -3.39780  2.71977  0.01
H  -5.61322  -3.44792  1.61909  0.18
H  -5.38424  -2.06056  2.67475  0.27
C  2.73939  4.66943  0.94385  -0.96
C  2.61496  3.22974  1.24590  0.49
N  2.51799  2.10715  1.48032  -0.50
H  2.00727  4.98097  0.19483  0.30
H  2.57747  5.27345  1.82803  0.40
H  3.71306  4.89556  0.55593  0.36
C  -1.62087  -3.44264  5.63259  -0.82
C  -1.77525  -3.23766  4.19192  0.44
N  -1.89487  -3.07718  3.05861  -0.48
H  -2.08426  -2.63802  6.20410  0.19
H  -2.08238  -4.37781  5.95797  0.32
H  -0.57053  -3.48220  5.92234  0.30
C  5.12274  8.63521  1.07622  -0.98
C  4.35378  7.39081  1.03256  0.40
N  3.74822  6.40637  0.99805  -0.36
H  6.09382  8.49021  1.55461  0.27
H  5.30923  9.02651  0.07381  0.27
H  4.59709  9.41174  1.63603  0.27
C  1.65451  -4.87509  3.15003  -0.86
C  1.54922  -3.82073  4.15831  0.48
N  1.46583  -2.99095  4.95041  -0.47
H  1.24883  -4.55188  2.18895  0.22
H  2.69330  -5.16804  2.98320  0.35
H  1.10746  -5.77182  3.44895  0.30
C  -0.30155  -0.11276  7.37018  -0.84
C  -0.75575  -1.34829  8.00897  0.46
N  -1.11262  -2.32058  8.50810  -0.44
H  -1.06682  0.30275  6.71085  0.28
H  -0.05711  0.65395  8.10843  0.33
H  0.59284  -0.27987  6.76560  0.27

What did the second record say?
A single C4H9P molecule in a non-equilibrium geometry, computed with ωB97M-V with the def2-TZVPD basis set.

The value obtained for the gap between HOMO and LUMO is 10.165 eV. For the strongest force on any atom, the calculation gives 4.8 eV/A. The relative energy (zero: lowest compared OMol25 entry of this formula, charge and spin) is 17.3 kcal/mol. For the HOMO energy, the calculation gives -8.98 eV. As for the SMILES: C[C@@H]1P[C@H]1C.

Each line ends with the Mulliken charge.
Element x y z (Å)
C  1.34100  1.38648  0.01462  -1.37
C  0.19802  0.55363  -0.55867  -0.17
P  -1.61655  0.93975  -0.04516  -0.08
C  -0.40354  -0.45898  0.39252  -0.18
C  -0.72807  -1.83282  -0.25619  -1.45
H  1.35132  1.42506  1.14154  0.31
H  1.53564  2.31680  -0.40438  0.39
H  2.13600  0.80310  -0.24470  0.39
H  0.17854  0.16326  -1.51953  0.53
H  -1.46274  2.03322  0.92883  0.01
H  0.01605  -0.68734  1.30523  0.44
H  -1.20712  -2.00884  -1.15580  0.45
H  -1.41935  -2.18278  0.53517  0.34
H  0.08079  -2.45057  -0.13347  0.40

What is the strongest force on any atom in the fourth record? 8.8 eV/A